No. 1
Molecular formula: C38H72N7O10P2PbS
Method: DFT, wB97M-V/def2-TZVPD

```
131
Properties=species:S:1:pos:R:3:lowdin_charge:R:1
Pb 1.028 0.167 -1.108 1.4843
C 3.354 -2.588 0.628 -0.1589
C 2.111 -2.068 1.348 -0.2133
N 0.956 -1.840 0.485 -0.1442
C 0.412 -3.007 -0.212 -0.1923
C -0.930 -2.651 -0.837 -0.1969
N -0.850 -1.505 -1.753 -0.1277
C -0.755 -1.899 -3.160 -0.2144
C -0.901 -0.737 -4.144 -0.1603
C -0.244 0.627 -3.858 -0.2438
N 1.215 0.799 -3.641 -0.1745
C 3.527 0.147 -3.124 -0.1516
C 4.165 0.311 -1.710 -0.2093
N 3.499 -0.428 -0.633 -0.1622
C 3.759 -1.863 -0.658 -0.2171
H 3.215 -3.644 0.382 0.1093
H 4.174 -2.549 1.350 0.1077
H 2.340 -1.112 1.821 0.0826
H 1.866 -2.777 2.151 0.1243
H 0.202 -1.430 1.037 0.0935
H 0.264 -3.849 0.478 0.1258
H 1.126 -3.324 -0.979 0.1103
H -1.660 -2.413 -0.056 0.0954
H -1.311 -3.534 -1.366 0.1154
H -1.688 -0.927 -1.627 0.0408
H -1.544 -2.630 -3.391 0.1198
H 0.199 -2.405 -3.307 0.0899
H -1.966 -0.492 -4.200 0.1070
H -0.605 -1.113 -5.125 0.0985
H -0.785 1.051 -3.003 0.0694
H -0.506 1.265 -4.705 0.1164
H 1.628 1.356 -4.383 0.0899
H 3.606 1.129 -3.609 0.1093
H 4.180 -0.515 -3.695 0.1049
H 4.166 1.360 -1.410 0.0908
H 5.214 -0.003 -1.777 0.1109
H 3.773 -0.016 0.254 0.0812
H 4.821 -2.062 -0.859 0.1206
H 3.198 -2.268 -1.501 0.0748
C -5.712 -0.326 -3.145 -0.0745
C -6.436 -0.540 -1.825 -0.4832
C -7.572 0.452 -1.645 -0.0551
O -5.619 -0.426 -0.661 -0.2901
P -3.979 -0.477 -0.532 0.7409
O -3.271 0.298 -1.629 -0.4054
C -3.932 0.628 0.959 -0.2636
P -2.288 0.927 1.587 0.4742
O -1.179 0.640 0.657 -0.3729
O -2.277 2.435 2.108 -0.1974
C -1.991 3.581 1.256 -0.4100
C -0.489 3.740 1.119 -0.0434
C -2.687 3.517 -0.094 -0.0522
O -2.062 0.110 2.925 -0.1705
C -2.604 0.246 4.249 -0.4267
C -1.823 1.306 5.004 -0.0450
C -4.099 0.496 4.270 -0.0483
O -3.691 -1.963 0.935 -0.3424
C -4.535 -3.068 1.031 -0.5674
C -4.782 -3.744 -0.322 -0.0689
C -5.863 -2.716 1.709 -0.0681
H -6.442 -0.392 -3.955 0.0779
H -4.939 -1.076 -3.306 0.0689
H -5.225 0.647 -3.169 0.0742
H -6.855 -1.554 -1.822 0.1265
H -7.162 1.459 -1.554 0.0844
H -8.137 0.230 -0.740 0.0760
H -8.248 0.423 -2.501 0.0756
H -4.518 0.138 1.727 0.0370
H -4.383 1.577 0.673 0.0633
H -2.394 4.420 1.826 0.1368
H -0.056 2.904 0.571 0.0490
H -0.019 3.790 2.104 0.0839
H -0.263 4.663 0.585 0.0909
H -2.438 2.605 -0.641 0.0644
H -2.361 4.370 -0.690 0.0871
H -3.772 3.573 0.006 0.0772
H -2.409 -0.729 4.699 0.1420
H -1.981 2.286 4.556 0.0771
H -0.756 1.083 4.979 0.0692
H -2.151 1.332 6.045 0.0823
H -4.340 1.465 3.828 0.0863
H -4.441 0.496 5.306 0.0854
H -4.633 -0.285 3.730 0.0671
H -4.036 -3.819 1.669 0.1221
H -5.347 -3.080 -0.978 0.0504
H -5.349 -4.671 -0.200 0.0703
H -3.832 -3.974 -0.806 0.0603
H -6.303 -1.848 1.216 0.0612
H -5.706 -2.478 2.764 0.0619
H -6.574 -3.545 1.650 0.0683
C 6.517 -0.112 2.174 -0.1047
C 5.288 0.689 2.590 -0.2937
S 5.562 1.372 4.217 0.6465
O 6.578 2.383 4.114 -0.2897
O 5.757 0.253 5.117 -0.3359
C 4.023 2.119 4.732 -0.2130
C 3.558 3.354 3.962 -0.1371
N 3.326 3.075 2.554 0.0281
C 2.430 2.154 2.055 -0.4011
N 2.407 2.165 0.748 0.0313
C 3.267 3.162 0.344 -0.0855
C 3.826 3.766 1.452 -0.1997
N 4.705 4.811 1.491 -0.4083
O 5.133 5.232 0.368 -0.1043
O 5.006 5.354 2.615 -0.1240
C 1.540 1.292 2.891 -0.0173
H 6.372 -0.510 1.169 0.0655
H 6.695 -0.938 2.862 0.0747
H 7.399 0.526 2.166 0.0824
H 4.400 0.059 2.672 0.0840
H 5.103 1.525 1.918 0.0927
H 4.234 2.376 5.772 0.1123
H 3.302 1.306 4.727 0.0756
H 4.308 4.145 3.996 0.1009
H 2.640 3.732 4.422 0.1281
H 3.392 3.462 -0.680 0.0980
H 1.109 1.851 3.725 0.0758
H 2.045 0.419 3.314 0.0604
H 0.718 0.947 2.262 0.0584
C 2.072 -0.363 -3.294 -0.4426
C 2.121 -1.387 -4.410 -0.2367
C 1.870 -1.038 -5.740 -0.0546
C 1.994 -1.952 -6.777 -0.0915
C 2.380 -3.259 -6.522 -0.1106
C 2.643 -3.630 -5.210 -0.0915
C 2.513 -2.710 -4.182 -0.0665
H 1.568 -0.025 -5.976 0.1070
H 1.790 -1.637 -7.794 0.0972
H 2.467 -3.976 -7.328 0.0916
H 2.946 -4.645 -4.983 0.0966
H 2.703 -3.035 -3.165 0.0882
```

Output
Maximum force (eV/Å): 0.68
HOMO (spin up / spin down) (eV): -2.6037 / -3.7150
Total charge: -1

=====

No. 2
Molecular formula: C38H73N4O26S6
Method: DFT, wB97M-V/def2-TZVPD

```
147
Properties=species:S:1:pos:R:3:lowdin_charge:R:1
C -1.418 -8.242 1.904 -0.1488
C -0.316 -7.583 0.846 -0.2545
C -0.842 -6.213 0.113 -0.2244
C 0.208 -4.951 0.173 -0.2318
C 1.563 -5.137 -0.736 -0.2090
C 1.348 -4.796 -2.337 -0.1795
C 1.470 -3.176 -2.674 -0.2053
C 2.890 -2.747 -3.376 -0.2004
C 4.183 -2.801 -2.362 -0.2077
C 4.017 -1.878 -1.003 -0.1933
C 4.517 -0.326 -1.376 -0.2003
C 3.374 0.793 -1.019 -0.1470
C 3.147 1.059 0.589 0.0015
C 4.480 0.778 1.558 0.0580
C 4.387 1.059 3.184 0.0616
C 2.943 1.603 3.755 -0.0311
C 2.862 1.917 5.375 -0.1166
C 2.690 0.449 6.144 -0.2558
O 3.820 0.113 7.024 -0.1295
C 1.671 1.846 2.697 -0.0081
O 0.431 2.368 3.320 -0.1261
C -0.250 1.341 4.124 -0.2119
C -1.833 1.842 4.327 -0.0731
N 1.819 1.570 1.186 0.0104
C 0.609 1.875 0.330 -0.1396
C -0.721 0.974 0.656 -0.1545
C -0.429 -0.603 0.993 -0.1633
C -1.880 -1.224 1.547 -0.2132
N -1.727 -2.531 2.292 -0.0311
C -1.371 -2.332 3.753 -0.3900
N -2.202 -1.861 4.739 0.0977
N 0.050 -2.755 4.170 0.0585
H -2.398 -7.602 2.011 0.0654
H -0.951 -8.359 2.982 0.0700
H -1.761 -9.334 1.572 0.0815
H 0.716 -7.486 1.391 0.1033
H -0.203 -8.399 -0.019 0.1108
H -1.221 -6.412 -1.000 0.1204
H -1.812 -5.869 0.714 0.0986
H -0.393 -3.969 -0.068 0.0951
H 0.551 -4.860 1.310 0.0982
H 1.888 -6.277 -0.684 0.1151
H 2.440 -4.529 -0.244 0.0986
H 2.060 -5.408 -3.042 0.1151
H 0.240 -5.106 -2.595 0.1121
H 1.192 -2.558 -1.711 0.0865
H 0.610 -2.936 -3.466 0.0788
H 3.103 -3.556 -4.224 0.1244
H 2.750 -1.700 -3.915 0.1168
H 4.444 -3.897 -2.045 0.1110
H 5.113 -2.413 -2.999 0.1194
H 4.675 -2.275 -0.115 0.1101
H 2.914 -1.774 -0.621 0.0874
H 4.616 -0.331 -2.566 0.1250
H 5.592 -0.085 -0.972 0.1096
H 3.716 1.814 -1.486 0.1221
H 2.360 0.447 -1.545 0.1321
H 5.514 0.394 1.153 0.1070
H 5.339 0.891 3.845 0.1250
H 1.959 2.596 5.685 0.1228
H 3.917 2.333 5.714 0.1387
H 1.718 0.516 6.813 0.1207
H 2.470 -0.415 5.352 0.1205
H 3.502 -0.588 7.688 0.1263
H 0.170 1.205 5.212 0.1100
H -0.288 0.275 3.637 0.0915
H -2.613 1.005 4.076 0.0685
H -1.965 2.147 5.474 0.0961
H -2.052 2.829 3.719 0.0899
H 0.312 3.006 0.565 0.1529
H 0.790 1.825 -0.825 0.1345
H -1.400 0.994 -0.325 0.1397
H -1.351 1.416 1.541 0.1024
H 0.362 -0.784 1.846 0.0919
H -0.101 -1.257 0.079 0.1079
H -2.434 -0.429 2.245 0.1100
H -2.602 -1.415 0.623 0.1456
H -2.712 -2.933 2.320 0.1299
H -1.697 -1.856 5.674 0.0539
H 0.584 -1.837 4.168 0.0585
H 0.409 -3.331 3.367 0.0703
C 4.328 5.713 -1.289 -0.1760
C 5.601 5.643 -0.451 -0.1768
O 6.396 4.630 -1.064 -0.2001
S 6.106 4.628 -2.669 0.6773
O 7.146 5.397 -3.317 -0.2211
O 5.755 3.285 -3.068 -0.2467
O 4.749 5.533 -2.639 -0.1898
H 3.643 4.898 -1.034 0.1213
H 3.811 6.670 -1.175 0.1389
H 5.400 5.395 0.594 0.1344
H 6.158 6.585 -0.500 0.1365
C -2.260 -0.384 -6.809 -0.1767
C -0.860 -0.666 -7.347 -0.1619
O -0.193 -1.369 -6.302 -0.1954
S -1.285 -2.266 -5.486 0.6713
O -1.235 -3.616 -6.001 -0.2298
O -1.172 -1.954 -4.080 -0.2637
O -2.627 -1.548 -6.071 -0.1807
H -2.254 0.468 -6.121 0.1235
H -2.980 -0.197 -7.610 0.1013
H -0.320 0.249 -7.602 0.1382
H -0.899 -1.321 -8.224 0.1402
C -3.789 4.447 -1.837 -0.1711
C -2.515 4.376 -0.999 -0.1951
O -1.721 3.364 -1.612 -0.2246
S -2.011 3.362 -3.218 0.6703
O -0.971 4.130 -3.865 -0.2318
O -2.362 2.019 -3.617 -0.2348
O -3.367 4.266 -3.188 -0.1857
H -4.474 3.632 -1.582 0.1365
H -4.306 5.404 -1.724 0.1340
H -2.717 4.128 0.046 0.0976
H -1.959 5.318 -1.048 0.1365
C -6.308 7.350 1.481 -0.1621
C -5.699 7.305 2.880 -0.1648
O -4.974 6.078 2.932 -0.1860
S -4.397 5.740 1.444 0.6721
O -3.023 6.187 1.382 -0.2306
O -4.807 4.402 1.088 -0.2298
O -5.315 6.802 0.615 -0.1951
H -7.200 6.718 1.418 0.1373
H -6.562 8.368 1.174 0.1426
H -6.458 7.338 3.665 0.1430
H -4.988 8.124 3.027 0.1365
C -4.963 3.548 -9.345 -0.1669
C -4.354 3.503 -7.946 -0.1676
O -3.629 2.276 -7.894 -0.2113
S -3.052 1.938 -9.381 0.6722
O -1.677 2.384 -9.444 -0.2277
O -3.462 0.600 -9.737 -0.2316
O -3.969 3.000 -10.210 -0.1839
H -5.854 2.916 -9.407 0.1354
H -5.217 4.566 -9.652 0.1399
H -5.113 3.536 -7.160 0.1392
H -3.643 4.322 -7.799 0.1354
C -0.408 -4.816 7.119 -0.1883
C 0.992 -5.099 6.581 -0.1947
O 1.659 -5.802 7.626 -0.1975
S 0.567 -6.698 8.442 0.6801
O 0.617 -8.049 7.927 -0.2316
O 0.679 -6.387 9.848 -0.2323
O -0.775 -5.981 7.857 -0.1919
H -0.402 -3.965 7.807 0.1296
H -1.129 -4.630 6.318 0.1217
H 1.532 -4.184 6.326 0.1182
H 0.952 -5.754 5.704 0.1309
```

Output
Maximum force (eV/Å): 5.51
HOMO (eV): -11.8823
Total charge: +1

=====

No. 3
Molecular formula: C38H75BrF8NNbO12PS5
Method: DFT, wB97M-V/def2-TZVPD

```
142
Properties=species:S:1:pos:R:3:lowdin_charge:R:1
C -1.310 -3.461 2.851 -0.0842
C -1.416 -3.566 1.329 -0.2581
O -0.957 -4.781 0.769 -0.1464
C 0.347 -5.137 1.168 -0.2322
C 1.441 -4.109 0.860 -0.1658
C 1.294 -3.359 -0.470 -0.2129
C 1.691 -1.881 -0.265 -0.3194
C 1.582 -1.062 -1.548 -0.3704
Nb 2.234 1.068 -1.385 1.1377
N 3.056 0.832 0.554 -0.2093
Br 3.113 3.611 -1.269 -0.2368
C 4.205 0.535 -2.434 -0.3606
C 4.918 -0.734 -1.946 -0.2927
O 6.271 -0.466 -1.537 -0.1185
C 6.322 -0.074 -0.201 -0.1507
C 7.768 -0.042 0.248 -0.3918
F 8.618 0.478 -0.680 0.1263
F 8.177 -1.344 0.431 0.1050
C 7.990 0.638 1.612 -0.3545
F 9.284 0.574 1.985 0.1479
F 7.270 -0.085 2.515 0.1393
C 7.511 2.115 1.763 -0.3668
F 8.148 2.604 2.866 0.1219
F 6.192 2.185 2.008 0.1539
C 7.892 3.055 0.602 -0.2900
F 7.766 4.337 1.017 0.1001
F 7.105 2.841 -0.474 0.1032
P -0.014 1.867 -0.526 0.7235
C -1.514 0.964 -1.144 -0.4913
C -2.548 0.573 -0.073 -0.1714
C -0.100 2.102 1.308 -0.5039
C 0.125 0.860 2.195 -0.1878
H -2.017 -2.734 3.231 0.0638
H -1.381 -4.424 3.349 0.0781
H -0.330 -3.056 3.092 0.0590
H -2.471 -3.500 1.058 0.1149
H -0.944 -2.690 0.875 0.0995
H 0.400 -5.408 2.228 0.1091
H 0.585 -6.048 0.616 0.1141
H 2.377 -4.671 0.808 0.1117
H 1.580 -3.405 1.682 0.1009
H 0.261 -3.336 -0.812 0.1027
H 1.908 -3.793 -1.255 0.0638
H 1.033 -1.503 0.521 0.0734
H 2.697 -1.888 0.166 0.0777
H 2.246 -1.537 -2.283 0.0353
H 0.570 -1.193 -1.940 0.0253
H 1.573 1.324 -3.087 -0.1219
H 3.613 -0.005 0.683 -0.0454
H 3.599 1.637 0.846 -0.0647
H 4.905 1.363 -2.313 0.0069
H 4.018 0.456 -3.505 0.0118
H 4.382 -1.279 -1.164 0.0758
H 5.026 -1.426 -2.781 0.1076
H 5.812 0.882 -0.059 0.1128
H 5.830 -0.826 0.424 0.1419
H 8.928 2.872 0.304 0.1701
H -1.266 0.080 -1.729 0.0382
H -2.030 1.643 -1.825 0.0436
H -3.272 -0.110 -0.518 0.0596
H -2.107 0.086 0.793 0.0375
H -3.069 1.465 0.270 0.0610
H 0.601 2.883 1.595 0.0489
H -1.095 2.488 1.543 0.0452
H -0.236 -0.059 1.745 0.0273
H 1.163 0.779 2.497 0.0424
H -0.449 0.991 3.119 0.0547
C 0.877 6.968 -5.041 -0.2183
C 1.228 7.180 -3.560 -0.2112
C -0.042 6.907 -2.745 -0.2152
S -1.004 5.728 -3.700 0.6520
O -2.231 6.366 -4.125 -0.3414
O -1.005 4.463 -3.026 -0.3284
C 0.107 5.654 -5.099 -0.2218
H 1.768 6.935 -5.666 0.1126
H 0.245 7.786 -5.396 0.1126
H 2.009 6.477 -3.265 0.1047
H 1.603 8.186 -3.374 0.1093
H 0.178 6.469 -1.774 0.1026
H -0.646 7.805 -2.623 0.0992
H -0.470 5.525 -6.012 0.1015
H 0.766 4.799 -4.943 0.1128
C -5.907 7.797 -6.702 -0.2209
C -5.890 8.260 -8.167 -0.2201
C -4.491 8.824 -8.450 -0.2244
S -3.374 7.959 -7.335 0.6515
O -2.828 8.921 -6.414 -0.3186
O -2.519 7.083 -8.096 -0.3284
C -4.623 6.999 -6.496 -0.2273
H -6.787 7.197 -6.477 0.1128
H -5.913 8.666 -6.041 0.1183
H -6.084 7.408 -8.821 0.1137
H -6.659 9.006 -8.364 0.1086
H -4.172 8.646 -9.474 0.0981
H -4.428 9.886 -8.222 0.1003
H -4.338 6.877 -5.453 0.0919
H -4.675 6.027 -6.987 0.1121
C -2.741 -1.770 8.122 -0.2273
C -1.436 -1.021 8.427 -0.2158
C -0.334 -1.652 7.569 -0.2175
S -1.155 -2.311 6.107 0.6635
O -1.034 -3.748 6.117 -0.3109
O -0.774 -1.508 4.981 -0.3206
C -2.819 -1.875 6.603 -0.2344
H -3.609 -1.250 8.527 0.1110
H -2.707 -2.770 8.564 0.1171
H -1.553 0.031 8.162 0.1168
H -1.181 -1.065 9.486 0.1092
H 0.412 -0.928 7.253 0.1019
H 0.149 -2.484 8.080 0.1008
H -3.519 -2.630 6.253 0.0672
H -3.058 -0.913 6.153 0.1156
C -8.382 -4.591 7.079 -0.2217
C -7.661 -4.152 8.360 -0.2143
C -6.182 -3.948 8.007 -0.2163
S -6.141 -3.498 6.265 0.6567
O -5.467 -4.538 5.537 -0.2994
O -5.764 -2.115 6.132 -0.3220
C -7.903 -3.643 5.985 -0.2280
H -9.465 -4.555 7.190 0.1135
H -8.103 -5.617 6.830 0.1194
H -8.089 -3.213 8.715 0.1158
H -7.774 -4.885 9.159 0.1123
H -5.726 -3.149 8.586 0.0948
H -5.607 -4.864 8.123 0.1076
H -8.076 -4.013 4.977 0.1095
H -8.336 -2.650 6.101 0.1072
C 3.138 -6.528 -5.559 -0.2241
C 2.490 -7.768 -4.927 -0.2193
C 2.427 -7.530 -3.412 -0.2195
S 2.328 -5.746 -3.190 0.6555
O 3.525 -5.301 -2.526 -0.3113
O 1.016 -5.413 -2.713 -0.3066
C 2.445 -5.326 -4.926 -0.2245
H 3.031 -6.524 -6.643 0.1116
H 4.205 -6.509 -5.326 0.1179
H 1.480 -7.892 -5.323 0.1141
H 3.046 -8.677 -5.157 0.1090
H 1.552 -7.986 -2.957 0.1004
H 3.329 -7.875 -2.911 0.1018
H 2.997 -4.395 -5.033 0.1106
H 1.430 -5.208 -5.303 0.1082
```

Output
Maximum force (eV/Å): 2.02
HOMO (eV): -3.3217
Total charge: -1

=====

Across the entries above, energy takes the values -106141.2930, -164767.5397, -223477.0423 eV, respectively.